1.
Formula: C5H10N2
Source: the Open Molecules 2025 dataset
Level of theory: ωB97M-V/def2-TZVPD

```
! wB97M-V def2-TZVPD RIJCOSX def2/J DEFGRID3
* xyz 0 1
C 0.37287 0.85671 -1.21828
C -0.70453 0.73059 -0.13626
C -0.33249 -0.30813 0.85906
C 0.64337 0.14304 1.79445
C -1.27199 -2.29428 0.04407
N -0.16185 -1.67677 0.49369
N 1.09736 2.10676 -1.33149
H -0.07308 0.64150 -2.20882
H 0.99895 -0.11483 -1.11024
H -0.80932 1.62470 0.51013
H -1.62866 0.71727 -0.77936
H 1.19906 1.01334 1.51601
H 1.29070 -0.58312 2.32918
H -1.11794 -3.35375 0.13106
H -2.21977 -1.95119 -0.11658
H 1.91791 1.92725 -1.97128
H 1.65008 2.30125 -0.49368
*
```

Values from the calculation:
* energy relative to the best compared isomer or geometry (same formula, charge and spin): 3.861 eV
* Kohn-Sham gap: 8.547 eV
* SMILES: C=NC(=C)CCN

***

2.
Formula: C5H10N2
Source: the Open Molecules 2025 dataset
Level of theory: ωB97M-V/def2-TZVPD

```
! wB97M-V def2-TZVPD RIJCOSX def2/J DEFGRID3
* xyz 0 1
C -2.13225 -0.54224 -0.08617
C 1.08505 -0.19853 -1.24259
C 1.11605 -0.47067 1.27017
C -1.00841 0.40055 0.08444
C 0.48095 0.22664 0.08119
N -1.00577 1.67510 0.31424
N 0.38812 1.79900 0.38965
H 0.77946 2.32567 -0.38659
H -3.07488 -0.00990 0.01676
H -2.08248 -1.33390 0.66304
H -2.09068 -1.01049 -1.07110
H 2.15665 -0.00199 -1.24738
H 0.93499 -1.26832 -1.39183
H 0.67770 -0.10541 2.19526
H 0.96630 -1.54744 1.18892
H 2.18586 -0.27175 1.29579
H 0.62334 0.33367 -2.07378
*
```

Values from the calculation:
* energy relative to the best compared isomer or geometry (same formula, charge and spin): 1.782 eV
* Kohn-Sham gap: 9.670 eV
* SMILES: CC1=NNC1(C)C